ORCA calculation (ωB97M-V/def2-TZVPD) on a cluster of 5 separate species, C3H15NO3 in total at a distorted geometry.

Values from the calculation:
Maximum force, eV Å⁻¹: 3.43
Energy above the lowest of the compared OMol25 structures with the same formula, charge and spin, eV: 7.335
E_HOMO, eV: -9.0
Kohn-Sham gap, eV: 6.58

The geometry in ORCA input format:
```
! wB97M-V def2-TZVPD RIJCOSX def2/J DEFGRID3
* xyz 0 1
C -0.265 0.600 1.245
N 0.721 1.289 0.492
C 1.992 1.533 1.068
C 0.774 0.803 -0.868
H -0.562 1.305 2.015
H 0.023 -0.388 1.654
H -1.240 0.173 0.630
H 2.481 2.302 0.418
H 1.948 1.998 2.066
H 2.644 0.649 1.113
H 1.537 1.292 -1.442
H -0.137 1.227 -1.281
H 0.803 -0.295 -1.021
H 1.374 -3.293 -0.257
H 0.021 -2.402 0.037
O 0.805 -2.880 0.381
H -2.604 0.880 -2.117
H -2.059 -0.065 0.888
O -2.118 0.791 -1.299
H -1.938 -2.074 -0.909
H -1.779 -0.169 -0.993
O -1.263 -1.421 -0.693
*
```